[1]
C8H24BCa2F6O4 as an isolated structure. Source: the Open Molecules 2025 dataset; level of theory: ωB97M-V/def2-TZVPD.

Geometry as XYZ:
```
45
Properties=species:S:1:pos:R:3:mulliken_charge:R:1
Ca 1.6035 0.0475 2.0864 1.59
Ca -1.9722 0.6716 2.3518 1.33
F 3.4001 -2.4887 0.3596 -0.38
F -0.0419 0.7609 3.5628 -0.85
F 3.7098 -0.5867 1.5807 -0.52
F 2.0676 -0.6624 0.0486 -0.31
F 4.2440 -0.5990 -0.6780 -0.29
F -0.4690 -0.3948 1.0208 -0.54
O 1.7641 -2.0729 3.2065 -0.50
O -0.9174 3.0528 -1.3772 -0.56
O -0.8908 2.4709 1.2194 -0.15
O -0.9323 -1.9970 -1.2210 -0.54
C -0.1477 -2.8327 -3.4094 -1.37
C 0.7449 -2.9965 2.8406 -0.23
C -0.7708 3.7421 1.9079 -0.41
C 0.0791 -1.9322 -2.2250 0.66
C -2.0503 1.7646 -3.1265 -1.19
C 0.9659 -3.8194 1.5827 -0.68
C -1.8526 4.6944 1.3897 -1.03
C -1.0087 1.7754 -2.0353 0.25
B 3.4408 -1.1179 0.2860 0.62
H 0.2120 4.1660 1.6927 0.22
H 0.1819 -4.5772 1.5601 0.43
H -0.0237 1.5339 -2.4402 0.33
H 0.9871 -2.2587 -1.6930 -0.04
H 0.3840 -0.9136 -2.4981 0.03
H -0.8341 3.6337 2.9888 0.42
H -0.8152 -2.3811 -4.1519 0.29
H -3.0308 1.8504 -2.6521 0.32
H 2.5761 -2.5670 3.3879 0.30
H -0.5137 3.6850 -1.9785 0.31
H -2.0158 0.8359 -3.6933 0.32
H 0.4571 -3.6431 3.6767 0.40
H -1.9226 2.6291 -3.7780 0.33
H -1.0365 2.6494 0.2664 0.35
H 0.7841 -2.9589 -3.9596 0.36
H -1.9060 5.5460 2.0758 0.37
H 1.9719 -4.2365 1.5940 0.28
H -1.2549 1.0508 -1.2721 -0.11
H -2.8094 4.1695 1.3690 0.27
H -1.6945 5.1790 0.4278 0.29
H -0.1631 -2.4088 2.6438 0.04
H -0.5971 -3.7899 -3.1533 0.34
H -0.7065 -1.4421 -0.4635 0.21
H 0.8035 -3.2320 0.6798 0.04
```

The value obtained for the relative energy (zero: lowest compared OMol25 entry of this formula, charge and spin) is 16.4 kcal/mol. Its gap between HOMO and LUMO is 6.9 eV. The total charge is +1.

---

[2]
An isolated ion of composition C19H36BN3O7P and charge +1. Source: the Open Molecules 2025 dataset; level of theory: ωB97M-V/def2-TZVPD.

Geometry as XYZ:
```
67
Properties=species:S:1:pos:R:3:nbo_charge:R:1
P 2.8055 2.5829 -0.8570 1.11
O 0.2323 -1.6411 -2.2679 -0.33
O -2.8418 -2.7690 -3.7103 -0.52
O 2.9206 1.0358 2.7002 -0.48
O -0.5104 -0.9796 3.3064 -0.94
O 4.3077 1.9931 -0.5210 -0.96
O -2.1188 3.6381 -2.1844 -0.71
O 1.2102 2.4293 2.4872 -0.54
N -1.0788 2.5334 2.9083 -0.63
N 1.7048 -2.0772 3.0788 -0.76
N 0.6597 -0.8426 -1.2311 -0.01
C -0.1549 2.5926 -3.0325 -0.44
C -1.2083 -1.5698 -2.4171 -0.11
C 1.5734 0.6389 -2.9314 -0.47
C -3.8348 -3.8883 -1.7683 -0.64
C -1.5626 -2.2082 -3.7479 -0.08
C -2.1865 2.1170 3.7543 -0.42
C 0.2032 2.2424 3.4899 0.10
C 2.5805 3.8647 0.4184 -0.99
C -1.4961 2.3773 -2.3529 -0.05
C 1.4986 -3.5086 2.8278 -0.39
C 0.4266 -1.3138 0.0051 0.07
C 0.8371 -0.6184 1.1256 -0.38
C 1.3184 0.3030 -1.4943 0.30
C 1.9467 1.3603 2.1278 0.77
C 1.4898 0.6122 0.9128 0.08
C 0.3942 1.2971 -3.6618 -0.38
C -2.9379 -4.0072 -3.0092 -0.07
C 1.7637 1.0743 -0.3873 -0.36
C 2.0872 -1.7741 4.4702 -0.42
B 0.6266 -1.2622 2.5832 1.21
H 0.2694 1.2622 3.9696 0.16
H -0.0718 -2.2653 0.0825 0.24
H 1.3586 -1.1494 4.9817 0.20
H -4.7322 -4.4850 -1.8548 0.23
H -2.1206 1.7574 -2.9976 0.16
H -1.7094 -2.0986 -1.6081 0.19
H 2.2710 -2.6764 5.0415 0.21
H 1.7740 -0.3033 -3.4363 0.25
H 3.0420 4.7565 0.0086 0.26
H 4.6543 2.4302 0.2688 0.50
H 1.5429 4.0349 0.6670 0.27
H 3.0178 -1.2113 4.4628 0.21
H -1.3063 -1.4280 3.0034 0.52
H -0.4195 0.5971 -3.8102 0.19
H -2.0220 2.4281 4.7803 0.21
H 2.4499 -4.0261 2.8999 0.22
H -2.3255 1.0328 3.7457 0.17
H -3.1148 2.5591 3.4129 0.21
H -1.1433 2.1441 1.9775 0.35
H -3.0621 3.5026 -2.0656 0.48
H 1.1629 -3.6527 1.8000 0.18
H -3.2790 -4.1831 -0.8823 0.20
H 0.3989 2.9828 4.2619 0.19
H -1.5146 -0.5301 -2.3501 0.19
H -4.1071 -2.8455 -1.6395 0.22
H -0.7926 -2.9478 -3.9796 0.19
H -1.9443 -4.3385 -2.7085 0.16
H 3.1026 3.6116 1.3407 0.23
H -3.3388 -4.7600 -3.6806 0.20
H 2.4701 1.2322 -3.0202 0.26
H -1.5706 -1.4748 -4.5475 0.21
H 0.7760 -3.9640 3.5053 0.19
H 0.5628 3.0629 -2.3710 0.21
H -1.3430 1.8787 -1.3860 0.14
H 0.7500 1.5335 -4.6594 0.24
H -0.3413 3.3007 -3.8343 0.24
```

The value obtained for the relative energy (zero: lowest compared OMol25 entry of this formula, charge and spin) is 0.0 kcal/mol. As for the SMILES: CCOCCO[n+]1cc(B(O)N(C)C)c(C(=O)OCNC)c(P(C)O)c1CCCCO. Its gap between HOMO and LUMO is 7.6 eV. The total charge is +1.

---

[3]
C5H10O2 as an isolated structure. Source: the Open Molecules 2025 dataset; level of theory: ωB97M-V/def2-TZVPD.

Geometry as XYZ:
```
17
Properties=species:S:1:pos:R:3:nbo_charge:R:1
O -1.0639 -1.1468 1.6712 -0.72
O 0.3648 -0.4503 -2.5691 -0.53
C 0.7010 0.7491 -1.8559 -0.05
C -0.0883 0.3491 -0.6048 -0.29
C 0.5558 0.2654 0.7423 -0.41
C -0.3382 0.0319 1.9223 -0.06
C -0.1930 -0.9610 -1.3582 -0.05
H -1.6760 -1.2484 2.4075 0.47
H 0.3358 1.6214 -2.3980 0.18
H 0.4019 -1.7823 -0.9530 0.17
H 1.2359 -0.6977 0.6939 0.20
H -1.2620 -1.3887 -1.3019 0.18
H 0.2343 -0.0587 2.8592 0.16
H -1.0175 0.8876 2.0322 0.15
H 1.1913 1.1287 0.9558 0.22
H 1.7766 0.8275 -1.6694 0.17
H -1.0487 0.8641 -0.5676 0.20
```

The value obtained for the relative energy (zero: lowest compared OMol25 entry of this formula, charge and spin) is 64.0 kcal/mol. Its gap between HOMO and LUMO is 10.3 eV. The total charge is 0.

---

[4]
An isolated ion of composition C5H12NO and charge -1. Source: the Open Molecules 2025 dataset; level of theory: ωB97M-V/def2-TZVPD.

Geometry as XYZ:
```
19
Properties=species:S:1:pos:R:3:nbo_charge:R:1
O -2.7463 0.4814 -1.3751 -0.96
N 0.0624 0.1550 -0.1097 -0.46
C 1.2506 -0.4903 0.4536 -0.22
C -1.1573 -0.6253 0.1480 -0.25
C -2.4467 0.1942 -0.0985 -0.01
C 2.0986 0.4449 1.2990 -0.61
C 0.2172 0.4008 -1.5347 -0.43
H 0.0013 -0.4918 -2.1530 0.16
H -3.2611 -0.3703 0.4312 0.06
H 1.8651 -0.8849 -0.3629 0.16
H -1.0994 -1.5513 -0.4526 0.14
H -0.5339 1.1215 -1.8430 0.25
H 1.2188 0.7942 -1.7054 0.16
H 0.9884 -1.4035 1.0002 0.18
H 2.6113 -0.1360 2.0815 0.19
H -1.1800 -0.8817 1.2144 0.16
H 1.5088 1.2383 1.7490 0.22
H -2.2851 1.0982 0.5529 0.07
H 2.8873 0.9067 0.7052 0.19
```

The value obtained for the relative energy (zero: lowest compared OMol25 entry of this formula, charge and spin) is 23.1 kcal/mol. As for the SMILES: CCN(C)CC[O-]. Its gap between HOMO and LUMO is 6.0 eV. The total charge is -1.

---

[5]
C18H16Cl4CrN4O6S2 as an isolated structure. Source: the Open Molecules 2025 dataset; level of theory: ωB97M-V/def2-TZVPD.

Geometry as XYZ:
```
51
Properties=species:S:1:pos:R:3:nbo_charge:R:1
Cr 0.2609 -0.1350 -0.3962 1.10
Cl 5.7850 0.6538 -4.1460 0.00
Cl 4.6731 1.6833 -1.3670 0.00
Cl 1.0339 -1.8657 -4.9980 0.00
Cl 3.9455 -1.1142 -5.9755 0.00
S 0.7092 -1.2573 3.5821 -0.19
S 0.2901 1.1082 1.7576 -0.29
O 0.6341 -4.0191 0.2857 -0.68
O -1.2898 -1.0754 -0.0612 -0.73
O 0.4175 -0.7246 -2.3028 -0.70
O 1.8869 0.7473 -0.8342 -0.67
O 2.0749 0.9910 3.5598 -0.51
O 1.0917 -1.8307 0.1571 -0.68
N -3.0341 2.5599 1.8330 -0.50
N -0.8839 1.5778 -0.9827 -0.41
N -1.5369 3.6297 -0.5737 -0.50
N -2.8212 0.5606 1.0154 -0.46
C -1.6157 2.3302 -0.2034 0.31
C -3.5619 0.4567 2.1660 -0.04
C 3.3747 -0.5640 -4.4325 -0.10
C 1.6099 -0.4944 -2.7677 0.26
C -0.6639 3.6973 -1.6355 -0.08
C -0.2839 2.4129 -1.8879 -0.02
C -2.4579 1.8189 0.8659 0.43
C 3.7083 0.6690 -2.3892 -0.13
C 2.0874 -0.9121 -4.0061 -0.13
C -1.9250 -2.9459 1.2920 -0.63
C 0.3125 -2.8481 0.1716 0.78
C 2.8537 0.4255 4.6051 -0.26
C 1.0885 0.2436 3.0327 0.06
C -1.1918 -2.4898 0.0416 0.14
C -3.6916 1.6962 2.6966 -0.07
C 2.4446 0.3190 -1.9534 0.30
C -1.7483 -3.1362 -1.2177 -0.62
C 4.1861 0.2210 -3.6298 -0.12
H -2.9990 -2.7558 1.1858 0.17
H 0.3752 2.0302 -2.6468 0.26
H 3.5810 1.1915 4.8639 0.18
H -0.4027 4.6271 -2.1053 0.22
H -4.2070 2.0467 3.5702 0.23
H 3.3533 -0.4810 4.2642 0.20
H -1.8586 4.4187 -0.0416 0.41
H -2.8309 -2.9904 -1.2755 0.18
H -1.5379 -2.4105 2.1644 0.24
H 2.2299 0.1736 5.4640 0.19
H -1.5232 -4.2019 -1.1991 0.23
H -2.2910 -0.2976 0.4736 0.49
H -2.6630 3.4486 2.1297 0.43
H -1.2808 -2.6868 -2.0946 0.24
H -1.7671 -4.0130 1.4392 0.23
H -3.9406 -0.4893 2.5061 0.24
```

The value obtained for the relative energy (zero: lowest compared OMol25 entry of this formula, charge and spin) is 15.6 kcal/mol. Its expectation value of S² is 0.762. Its gap between HOMO and LUMO (alpha / beta) is 5.7 / 5.7 eV. The multiplicity is 2. The total charge is -1.

---

Please write out number 5 again, unchanged.
C18H16Cl4CrN4O6S2 as an isolated structure. Source: the Open Molecules 2025 dataset; level of theory: ωB97M-V/def2-TZVPD.

Geometry as XYZ:
```
51
Properties=species:S:1:pos:R:3:nbo_charge:R:1
Cr 0.2609 -0.1350 -0.3962 1.10
Cl 5.7850 0.6538 -4.1460 0.00
Cl 4.6731 1.6833 -1.3670 0.00
Cl 1.0339 -1.8657 -4.9980 0.00
Cl 3.9455 -1.1142 -5.9755 0.00
S 0.7092 -1.2573 3.5821 -0.19
S 0.2901 1.1082 1.7576 -0.29
O 0.6341 -4.0191 0.2857 -0.68
O -1.2898 -1.0754 -0.0612 -0.73
O 0.4175 -0.7246 -2.3028 -0.70
O 1.8869 0.7473 -0.8342 -0.67
O 2.0749 0.9910 3.5598 -0.51
O 1.0917 -1.8307 0.1571 -0.68
N -3.0341 2.5599 1.8330 -0.50
N -0.8839 1.5778 -0.9827 -0.41
N -1.5369 3.6297 -0.5737 -0.50
N -2.8212 0.5606 1.0154 -0.46
C -1.6157 2.3302 -0.2034 0.31
C -3.5619 0.4567 2.1660 -0.04
C 3.3747 -0.5640 -4.4325 -0.10
C 1.6099 -0.4944 -2.7677 0.26
C -0.6639 3.6973 -1.6355 -0.08
C -0.2839 2.4129 -1.8879 -0.02
C -2.4579 1.8189 0.8659 0.43
C 3.7083 0.6690 -2.3892 -0.13
C 2.0874 -0.9121 -4.0061 -0.13
C -1.9250 -2.9459 1.2920 -0.63
C 0.3125 -2.8481 0.1716 0.78
C 2.8537 0.4255 4.6051 -0.26
C 1.0885 0.2436 3.0327 0.06
C -1.1918 -2.4898 0.0416 0.14
C -3.6916 1.6962 2.6966 -0.07
C 2.4446 0.3190 -1.9534 0.30
C -1.7483 -3.1362 -1.2177 -0.62
C 4.1861 0.2210 -3.6298 -0.12
H -2.9990 -2.7558 1.1858 0.17
H 0.3752 2.0302 -2.6468 0.26
H 3.5810 1.1915 4.8639 0.18
H -0.4027 4.6271 -2.1053 0.22
H -4.2070 2.0467 3.5702 0.23
H 3.3533 -0.4810 4.2642 0.20
H -1.8586 4.4187 -0.0416 0.41
H -2.8309 -2.9904 -1.2755 0.18
H -1.5379 -2.4105 2.1644 0.24
H 2.2299 0.1736 5.4640 0.19
H -1.5232 -4.2019 -1.1991 0.23
H -2.2910 -0.2976 0.4736 0.49
H -2.6630 3.4486 2.1297 0.43
H -1.2808 -2.6868 -2.0946 0.24
H -1.7671 -4.0130 1.4392 0.23
H -3.9406 -0.4893 2.5061 0.24
```

The value obtained for the relative energy (zero: lowest compared OMol25 entry of this formula, charge and spin) is 15.6 kcal/mol. Its expectation value of S² is 0.762. Its gap between HOMO and LUMO (alpha / beta) is 5.7 / 5.7 eV. The multiplicity is 2. The total charge is -1.

---

Question: What is the relative energy (zero: lowest compared OMol25 entry of this formula, charge and spin) in the first record?
Answer: 16.4 kcal/mol

---

Question: Which formula does entry 4 have?
Answer: C5H12NO